Below is C6H8N as an isolated structure, with properties calculated with ωB97M-V/def2-TZVPD.

## Properties
F_max, eV Å⁻¹: 3.52
Energy relative to the best compared isomer or geometry (same formula, charge and spin), kcal/mol: 129.5
LUMO level, Eh: -0.185
Kohn-Sham gap, eV: 9.58
Molecular weight, g mol⁻¹: 94.14

```
! RIJCOSX wB97M-V def2-TZVPD def2/J DEFGRID3
* xyz 1 1
C -2.67 -1.25 -0.01
C 0.91 -0.76 0.10
C 1.68 -1.53 -0.63
C 0.61 -0.15 1.43
C -0.10 0.23 0.18
C -0.43 1.55 -0.46
N -1.81 -0.51 0.16
H -3.61 -1.73 -0.06
H 1.34 -1.96 -1.55
H 2.51 -2.00 -0.19
H 0.11 -0.65 2.25
H 1.37 0.64 1.93
H -1.39 2.07 -0.08
H -0.37 1.54 -1.62
H 0.33 2.23 -0.23
*
```

Here are the Mulliken charges for atoms 1 to 5, given in e: 0.03, 0.16, -0.66, -0.59, 0.99

Below is a 2-piece molecular cluster, C3H12NO overall, with properties calculated with ωB97M-V/def2-TZVPD.

## Properties
F_max, eV Å⁻¹: 2.56
Energy relative to the best compared isomer or geometry (same formula, charge and spin), kcal/mol: 28.3
LUMO level (spin up / spin down), Eh: -0.276 / -0.598
Kohn-Sham gap (spin up / spin down), eV: 13.86 / 4.08
Molecular weight, g mol⁻¹: 78.13
⟨S²⟩: 0.75

```
! RIJCOSX wB97M-V def2-TZVPD def2/J DEFGRID3
* xyz 2 2
C 1.71 1.33 -0.10
C 0.46 0.56 0.09
C -0.79 1.31 -0.22
N 0.53 -0.77 -0.64
H 2.64 0.82 0.13
H 1.87 1.57 -1.16
H 1.74 2.26 0.47
H 0.35 0.28 1.19
H -0.81 1.79 -1.24
H -0.80 2.31 0.25
H -1.76 0.86 -0.01
H 1.51 -1.11 -0.67
H 0.01 -1.50 -0.12
H 0.18 -0.70 -1.60
H -1.65 -2.79 1.23
H -2.49 -1.54 0.89
O -1.60 -1.93 0.78
*
```

Here are the Mulliken charges for atoms 1 to 5, given in e: -1.29, 0.60, -1.06, -0.21, 0.44

Below is a 15-piece molecular cluster, H29O15 overall, with properties calculated with ωB97M-V/def2-TZVPD.

## Properties
F_max, eV Å⁻¹: 2.15
Energy relative to the best compared isomer or geometry (same formula, charge and spin), kcal/mol: 20.5
LUMO level, Eh: 0.091
Kohn-Sham gap, eV: 8.99
Molecular weight, g mol⁻¹: 269.22

```
! RIJCOSX wB97M-V def2-TZVPD def2/J DEFGRID3
* xyz -1 1
O 0.72 3.16 -0.63
H 0.88 2.25 -0.85
H 3.84 -0.77 0.73
O -2.59 1.15 -4.13
H -1.89 1.57 -3.60
H -2.35 0.26 -3.82
O 4.21 -0.19 0.06
H 3.33 0.51 -3.18
H -0.02 1.95 2.95
O 1.69 -3.12 1.86
H 1.31 -2.82 2.69
H 1.36 -2.35 1.22
O 0.55 -0.54 -2.20
H 0.03 -0.04 -1.55
H 3.04 1.24 1.20
O 0.96 -1.45 0.13
H -1.87 -0.57 0.22
H 1.75 -0.92 0.21
O 2.63 1.14 -3.02
H 0.79 -1.31 -1.61
H 1.77 0.77 -2.81
O -0.90 -4.08 1.20
H -1.20 -3.37 0.63
H 0.13 3.45 0.06
O -3.50 -2.58 1.13
H -4.03 -2.79 1.91
H -2.66 -3.00 1.38
O -1.15 0.00 0.51
H -0.26 -0.48 0.48
O -3.19 -1.79 -1.26
H -3.86 -2.39 -0.93
H -2.37 -2.27 -1.38
O -4.65 1.80 1.24
H -5.30 1.82 0.54
H -3.96 1.15 1.05
O 2.15 1.05 1.53
H 2.02 1.72 2.20
H -0.02 -3.73 1.47
O 0.01 2.57 2.21
H -0.51 2.07 1.57
H 3.48 0.02 -0.53
O 3.09 4.04 0.25
H 3.92 3.71 0.62
H 2.62 3.19 0.25
*
```

Here are the Mulliken charges for atoms 1 to 5, given in e: -0.61, 0.27, 0.38, -0.65, 0.32

Below is a 2-piece molecular cluster, C4H14N2O2 overall, with properties calculated with ωB97M-V/def2-TZVPD.

## Properties
F_max, eV Å⁻¹: 1.16
Energy relative to the best compared isomer or geometry (same formula, charge and spin), kcal/mol: 22.3
LUMO level, Eh: 0.031
Kohn-Sham gap, eV: 9.74
Molecular weight, g mol⁻¹: 122.17
SMILES string: C[C@@H](O)CNCN.O

```
! RIJCOSX wB97M-V def2-TZVPD def2/J DEFGRID3
* xyz 0 1
C -2.65 -0.43 -0.37
C -1.72 0.49 0.37
O -1.18 -0.26 1.47
C -0.58 1.05 -0.51
N 0.65 1.26 0.28
C 1.80 0.50 -0.14
N 3.01 1.14 0.41
H -3.33 -0.96 0.28
H -2.07 -1.18 -0.91
H -3.15 0.09 -1.18
H -2.19 1.39 0.78
H -0.48 0.32 1.81
H -0.35 0.40 -1.37
H -0.90 2.02 -0.89
H 0.85 2.25 0.27
H 1.74 -0.55 0.17
H 1.86 0.42 -1.24
H 3.56 1.49 -0.36
H 3.59 0.40 0.79
O 0.77 -3.00 0.12
H 0.93 -3.92 0.30
H -0.17 -2.91 -0.08
*
```

Here are the Mulliken charges for atoms 1 to 5, given in e: -1.47, 0.40, -0.58, -0.52, -0.45

Below is a 2-piece molecular cluster, C2Cl2F4S overall, with properties calculated with ωB97M-V/def2-TZVPD.

## Properties
F_max, eV Å⁻¹: 3.95
Energy relative to the best compared isomer or geometry (same formula, charge and spin), kcal/mol: 58.6
LUMO level (spin up / spin down), Eh: -0.050 / -0.096
Kohn-Sham gap (spin up / spin down), eV: 8.33 / 6.77
Molecular weight, g mol⁻¹: 202.99

```
! RIJCOSX wB97M-V def2-TZVPD def2/J DEFGRID3
* xyz 0 1
C -0.04 0.88 -0.16
C -0.33 -0.42 -0.92
F 0.09 1.92 -1.17
F -1.01 1.38 0.62
F 1.01 0.95 0.57
F -1.69 -0.53 -1.12
S -0.20 -1.75 1.91
Cl 0.53 -1.22 -2.11
Cl 1.65 -1.21 2.38
*
```

Here are the Mulliken charges for atoms 1 to 5, given in e: 0.76, 0.16, -0.28, -0.21, -0.17

Below is H43O21 as an isolated structure, with properties calculated with ωB97M-V/def2-TZVPD.

## Properties
F_max, eV Å⁻¹: 3.87
Energy relative to the best compared isomer or geometry (same formula, charge and spin), kcal/mol: 119.2
LUMO level, Eh: -0.104
Kohn-Sham gap, eV: 9.76
Molecular weight, g mol⁻¹: 379.32

```
! RIJCOSX wB97M-V def2-TZVPD def2/J DEFGRID3
* xyz 1 1
O 0.32 1.45 0.93
H 0.76 -4.60 -1.54
H 1.01 1.68 0.30
O -2.92 1.97 0.79
H -3.71 1.86 1.37
H -0.44 2.02 0.68
O 1.60 -0.20 -2.56
H 2.34 -0.15 -3.16
H 4.20 -1.03 1.80
O -1.92 -0.12 -3.27
H 2.66 -1.36 1.81
H 0.39 -2.69 -4.72
O -0.10 -1.92 -1.90
H -0.77 -1.48 -2.47
H 0.56 -1.77 -2.73
O 3.54 -1.68 2.06
H -2.69 -0.10 -2.67
H -1.83 -0.31 3.07
O -0.19 -2.07 1.11
H -0.75 -1.78 0.37
H -0.13 -1.58 1.95
O 3.75 3.30 0.22
H 4.46 2.67 0.24
H 3.93 4.10 -0.28
O -4.84 1.65 2.71
H -5.02 2.53 2.37
H -4.33 1.78 3.52
O -3.89 -3.50 -0.05
H -0.29 -3.58 -1.42
H -3.64 -3.20 -0.91
O -4.29 -0.84 1.21
H -4.58 0.02 1.55
H -5.00 -1.46 1.47
O -1.23 3.17 -0.53
H -1.29 3.10 -1.50
H -2.17 3.18 -0.26
O 1.87 4.37 2.13
H -4.01 -2.70 0.50
H 2.21 3.55 1.80
O -0.86 -0.20 3.09
H -0.65 0.70 2.86
H -1.15 2.55 3.35
O 2.01 -2.63 0.11
H 2.36 -2.78 1.01
H -2.11 1.44 0.80
O 1.97 0.09 2.56
H -2.01 0.13 -4.18
O 1.10 0.45 -5.20
H 1.80 0.46 -5.86
H 0.71 1.32 -5.25
O -1.81 2.37 4.04
H -1.31 2.87 4.71
H 2.44 5.13 2.02
O 0.86 -2.99 -3.93
H 1.27 -1.87 0.23
H 1.82 -2.99 -4.04
O 4.66 -0.46 -0.15
H 3.83 -0.32 -0.65
H 5.08 -0.88 -0.91
O 0.35 -4.13 -0.79
H 0.84 -0.27 -3.14
H 1.19 -3.44 -0.17
H 2.41 0.24 3.40
H 1.68 0.91 2.10
*
```

Here are the Mulliken charges for atoms 1 to 5, given in e: -0.07, 0.38, 0.12, -0.56, 0.39